[1]
This record from the OMol25 dataset describes C31H55ClO3P2PdSi2 as an isolated structure. The level of theory is the ωB97M-V functional and the def2-TZVPD basis.

Output
ΔE to the lowest compared entry with this formula, charge and spin = 13.7 kcal/mol
HOMO-LUMO gap (alpha / beta) = 4.18 / 6.48 eV
multiplicity = 5
HOMO energy (alpha / beta) = -3.8 / -8.2 eV

Each line ends with the Mulliken spin population.
Atoms and positions in Å:
Pd (-0.7925, -0.1649, -0.3486)  0.762
C (-1.6570, -0.1517, 1.5635)  0.222
C (-2.0402, 1.0203, 0.8534)  0.097
C (-2.7348, 0.5895, -0.3233)  0.211
Si (-1.6884, 2.7513, 1.5657)  0.037
C (-2.7724, -0.8380, -0.3187)  0.192
C (-2.0783, -1.3052, 0.8456)  0.165
Si (-1.7564, -3.0392, 1.5442)  0.015
H (-1.0357, -0.1663, 2.4577)  0.044
H (-3.1143, 1.2482, -1.0978)  0.023
H (-3.1627, -1.4671, -1.1134)  0.014
Cl (1.9337, -0.2688, -4.5448)  0.000
C (-1.3094, -2.9992, 3.3517)  -0.008
C (-3.2124, -4.1517, 1.2363)  0.007
C (-1.2873, 2.7020, 3.3917)  0.013
C (-3.1282, 3.8984, 1.2612)  0.007
H (-4.1074, -3.7488, 1.7270)  0.001
H (-3.0154, -5.1383, 1.6751)  0.000
H (-3.4367, -4.2915, 0.1737)  0.000
H (-0.3913, -2.4269, 3.5336)  0.009
H (-1.1408, -4.0251, 3.7026)  0.003
H (-2.1140, -2.5721, 3.9616)  0.001
H (-4.0411, 3.4786, 1.7093)  0.000
H (-3.3241, 4.0983, 0.2010)  0.001
H (-2.9213, 4.8566, 1.7592)  0.000
H (-2.0679, 2.1742, 3.9565)  0.003
H (-1.2346, 3.7397, 3.7514)  -0.002
H (-0.3177, 2.2237, 3.5847)  0.004
C (-0.2244, -3.6390, 0.6297)  0.000
C (-0.1036, 3.2727, 0.6821)  0.027
P (-0.0119, -2.7676, -0.9513)  0.079
H (-0.2606, -4.7263, 0.4859)  0.001
H (0.6454, -3.4058, 1.2587)  0.001
P (0.0994, 2.5445, -0.9835)  0.041
H (0.7605, 2.9506, 1.2909)  -0.007
H (-0.0827, 4.3695, 0.6388)  -0.002
C (1.6897, 3.3158, -1.6308)  0.027
C (-1.2493, 3.4319, -1.9570)  0.009
C (-1.2830, -3.6097, -2.0425)  0.011
C (1.6461, -3.2883, -1.6043)  0.008
C (2.6182, -2.1258, -1.3825)  0.005
H (1.4931, -3.4375, -2.6880)  0.001
C (2.1983, -4.5643, -0.9730)  0.004
H (2.4020, -4.4077, 0.0941)  0.000
H (3.1473, -4.8054, -1.4686)  0.000
H (1.5331, -5.4266, -1.0918)  0.000
H (2.2766, -1.2206, -1.8983)  -0.003
H (3.6111, -2.3969, -1.7697)  -0.001
H (2.6897, -1.9072, -0.3035)  0.006
H (-2.2570, -3.4350, -1.5530)  0.000
C (-1.0511, -5.1148, -2.1823)  0.002
C (-1.2815, -2.9602, -3.4260)  0.009
H (-1.1179, -5.6667, -1.2375)  0.000
H (-0.0780, -5.3257, -2.6462)  0.000
H (-1.8258, -5.5241, -2.8453)  0.000
H (-1.4469, -1.8787, -3.3853)  -0.001
H (-2.0730, -3.4138, -4.0382)  0.000
H (-0.3213, -3.1287, -3.9307)  0.001
H (-2.1874, 3.1864, -1.4303)  0.001
C (-1.3033, 2.8598, -3.3755)  0.011
C (-1.0762, 4.9507, -2.0004)  0.002
H (-1.1351, 5.4280, -1.0140)  0.000
H (-1.8887, 5.3700, -2.6095)  0.000
H (-0.1282, 5.2350, -2.4777)  0.001
H (-1.4563, 1.7742, -3.3836)  -0.002
H (-0.3722, 3.0676, -3.9192)  0.001
H (-2.1306, 3.3329, -3.9215)  0.000
C (2.7286, 2.1955, -1.7773)  -0.008
C (2.2159, 4.4989, -0.8172)  0.003
H (1.4250, 3.6702, -2.6419)  0.001
H (2.4566, 4.2046, 0.2138)  0.001
H (1.5071, 5.3372, -0.7979)  0.000
H (3.1368, 4.8590, -1.2965)  0.001
H (2.8676, 1.6655, -0.8221)  0.006
H (3.6942, 2.6147, -2.0946)  0.000
H (2.4008, 1.4623, -2.5276)  0.000
C (0.3443, -0.1338, -5.3075)  0.000
H (-0.4748, -0.1159, -4.5753)  0.004
H (0.3423, 0.7605, -5.9300)  0.000
H (0.2610, -0.9457, -6.0266)  0.000
O (2.7688, 2.3133, 2.6295)  0.216
C (2.4770, 1.4592, 3.6167)  0.417
C (2.5573, 1.8593, 4.9720)  0.060
C (2.4159, 0.9100, 5.9763)  0.437
C (2.1425, -0.4281, 5.6691)  0.152
C (2.0799, -0.8400, 4.3361)  0.163
C (2.1513, 0.1028, 3.3008)  0.246
C (2.0505, -0.3017, 1.8521)  -0.020
O (1.8274, -1.5033, 1.5908)  0.084
O (2.2196, 0.6404, 0.9700)  0.070
H (2.6167, 1.6948, 1.7425)  -0.014
H (2.7428, 2.9087, 5.1825)  -0.003
H (2.5210, 1.2232, 7.0114)  0.055
H (2.0074, -1.1547, 6.4687)  0.002
H (2.0006, -1.8959, 4.0634)  0.071

---

[2]
This record from the OMol25 dataset describes C31H55MnO5SSi as an isolated structure. The level of theory is the ωB97M-V functional and the def2-TZVPD basis.

Output
total charge = +1
HOMO-LUMO gap (alpha / beta) = 6.62 / 6.32 eV
multiplicity = 4
HOMO energy (alpha / beta) = -11.2 / -11.3 eV

Each line ends with the Mulliken spin population.
Atoms and positions in Å:
O (-1.1658, 1.1272, -5.5552)  0.000
C (-2.4878, 0.5380, -5.7812)  0.000
C (-1.9985, -0.1063, -7.0913)  0.000
H (-3.2766, 1.3041, -5.8250)  0.000
H (-2.7082, -0.2489, -5.0266)  0.000
C (-0.5716, 0.2198, -6.5268)  -0.001
H (-2.4006, 0.4552, -7.9584)  0.000
H (-2.2383, -1.1640, -7.1685)  0.000
C (0.4980, 0.9033, -7.3462)  0.000
H (0.1966, 1.8843, -7.7368)  0.000
H (0.7865, 0.2564, -8.1819)  0.000
H (1.3882, 1.0016, -6.7092)  0.000
C (-0.0074, -0.9843, -5.7564)  0.001
H (-0.6912, -1.2824, -4.9284)  0.001
H (1.0011, -0.7446, -5.3625)  -0.001
H (0.1309, -1.8317, -6.4413)  0.000
Mn (-0.2412, 0.3678, -0.6453)  2.924
C (-1.4391, -1.3428, -0.0909)  -0.141
C (-2.2338, -0.1850, 0.2275)  0.059
C (-2.3842, 0.6201, -0.9519)  -0.093
H (-2.6775, 0.0310, 1.1864)  0.021
C (-1.7244, -0.0775, -2.0337)  -0.063
C (-1.2206, -1.3292, -1.5155)  -0.045
H (-0.8594, -2.1960, -2.0638)  0.006
H (-1.1527, -2.1158, 0.6156)  -0.014
H (-2.9685, 1.5409, -1.0288)  -0.004
H (-1.6818, 0.2093, -3.0770)  0.021
C (1.8326, 0.4121, -0.0747)  0.023
C (1.5065, -0.7055, -0.9143)  -0.136
C (1.1292, -0.1691, -2.2074)  -0.068
H (1.6148, -1.7698, -0.6562)  0.004
C (1.1340, 1.2599, -2.1147)  -0.008
C (1.5308, 1.6207, -0.7801)  -0.051
H (1.6718, 2.6301, -0.3514)  -0.001
H (2.2286, 0.2998, 0.9438)  -0.010
H (1.0119, -0.7389, -3.1338)  -0.002
H (0.9826, 1.9614, -2.9526)  0.004
O (-1.4926, 3.5543, -4.6108)  0.002
C (-0.9041, 3.7942, -5.9213)  0.000
C (-1.4204, 5.1031, -6.5358)  0.000
H (-1.0643, 2.9044, -6.5359)  0.000
H (0.1855, 3.9172, -5.7286)  0.000
C (-1.9581, 5.8625, -5.3008)  0.000
H (-2.2021, 4.9302, -7.2897)  0.000
H (-0.6098, 5.6347, -7.0555)  0.000
C (-1.6469, 4.9173, -4.1199)  0.000
H (-3.0262, 6.0532, -5.3924)  0.000
H (-1.4461, 6.8106, -5.1555)  0.000
H (-2.3816, 4.9407, -3.2989)  0.000
H (-0.6347, 5.1994, -3.7467)  0.000
C (-1.4550, -4.3646, 3.2400)  -0.001
C (-1.2416, -3.0616, 3.9952)  -0.002
C (-2.4809, -2.1954, 3.9018)  -0.002
C (-0.9566, -3.3559, 5.4608)  0.000
O (-0.1317, -2.3974, 3.3463)  -0.005
Si (0.5596, -0.8880, 3.4187)  -0.014
S (-0.2343, 0.6356, 2.2876)  0.549
O (0.5218, -0.5533, 5.0628)  0.025
C (0.7718, 0.7247, 5.6865)  0.028
C (-0.5405, 1.4995, 5.7497)  -0.004
C (1.2723, 0.4557, 7.1082)  0.001
C (1.8335, 1.5360, 4.9443)  -0.002
O (2.1466, -1.0894, 2.9387)  -0.022
C (3.0074, -2.1612, 3.4014)  0.001
C (4.4327, -1.7141, 3.1092)  0.000
C (2.8175, -2.4311, 4.8859)  0.001
C (2.7281, -3.4339, 2.6186)  0.001
H (-2.2917, -4.9216, 3.6723)  0.000
H (-0.5712, -5.0094, 3.2949)  0.000
H (-1.6857, -4.1798, 2.1860)  0.000
H (-3.3373, -2.7577, 4.2925)  0.000
H (-2.3648, -1.2803, 4.4872)  0.001
H (-2.6819, -1.9073, 2.8654)  0.001
H (-0.2408, -4.1762, 5.5774)  0.000
H (-0.5780, -2.4761, 5.9888)  0.000
H (-1.8849, -3.6730, 5.9526)  0.000
H (-1.2708, 0.9479, 6.3591)  0.000
H (-0.3321, 2.4723, 6.2198)  -0.001
H (-0.9581, 1.6508, 4.7442)  0.007
H (2.2526, -0.0490, 7.0931)  -0.001
H (1.3871, 1.4222, 7.6266)  0.001
H (0.5584, -0.1618, 7.6737)  0.000
H (2.7612, 0.9587, 4.8222)  0.001
H (1.4739, 1.8535, 3.9550)  0.009
H (2.0511, 2.4316, 5.5481)  -0.001
H (4.7626, -0.9452, 3.8148)  0.000
H (5.1209, -2.5624, 3.1930)  0.000
H (4.5101, -1.2984, 2.0984)  0.000
H (1.7949, -2.7379, 5.1369)  -0.001
H (3.4709, -3.2563, 5.1955)  0.000
H (3.0919, -1.5616, 5.4919)  0.000
H (1.6808, -3.7350, 2.7054)  -0.001
H (2.9508, -3.2825, 1.5578)  0.000
H (3.3656, -4.2444, 2.9981)  0.000